Entry 1:
73
Properties=species:S:1:pos:R:3:forces:R:3 method="wB97M-V/def2-TZVPD" smiles="CCOP(=O)(OCC)OCC.CCOP(=O)(OCC)OCC.C[N+](=O)[O-].C[N+](=O)[O-].C[N+](=O)[O-]" fmax_ev_per_a=4.205 energy_ha=-2495.0823 de_lowest_kcal_mol=51.24 homo_energy_ev=-10.4
N -2.48772 -0.92878 -1.75315 3.08 -2.52 0.55
O 1.72274 -0.11259 8.56738 -0.84 1.06 0.15
O 3.70035 -2.55445 2.25339 -0.43 0.10 0.02
H 4.70907 -0.68776 -7.88265 -0.14 -0.65 0.48
H 2.53420 4.53558 10.31335 -0.58 -0.30 -0.43
O 1.16473 -0.65342 -8.23238 2.16 1.02 0.71
H 3.43806 -0.38527 -6.61949 0.75 -0.25 0.67
H -2.81011 -2.48885 -3.18624 0.91 0.20 0.35
H 1.44355 2.16957 -4.39092 0.36 -0.59 -0.11
O -7.21905 -2.33025 -7.47328 -0.38 -3.54 -1.90
H 0.56018 -2.65610 2.77765 0.36 -0.62 -0.38
O 0.02000 1.88363 7.81975 0.74 -1.09 1.10
H -0.52069 -0.15117 -9.25059 0.00 -0.10 -0.29
O -3.19385 -0.24997 -1.10769 -2.14 2.04 1.18
C -1.42000 1.82756 5.77548 0.17 1.25 -0.44
H -0.93780 0.26120 7.02138 -0.31 -0.30 0.42
O -6.34339 -4.19833 -8.39237 -3.23 2.45 1.08
C 1.97484 4.09331 11.13774 -0.67 -0.41 0.89
H -0.02271 3.47526 10.38430 0.08 0.25 -0.30
C 4.19785 0.05234 -7.26703 0.83 -0.71 -0.12
P 1.74308 0.82751 -8.33796 0.85 2.09 1.05
C -2.91406 -1.41289 -3.04625 -1.62 -0.36 -1.18
H 4.88758 1.75509 -6.13350 0.12 0.36 -0.27
O -0.50481 0.47574 9.88067 1.26 1.39 -1.78
O 1.11178 1.66772 -9.42345 1.92 -1.72 1.88
O 1.46078 2.12304 9.92726 0.42 -2.73 -2.57
H -1.29906 -0.83613 11.17707 -0.34 0.55 0.06
C 0.06285 -2.23982 -9.58590 -0.06 -0.29 0.29
C -8.65990 -3.76046 -8.64969 -0.36 0.47 1.40
H -2.23032 1.36926 5.20852 -0.38 -0.40 0.76
H -1.65324 2.89224 5.78727 0.15 0.13 -0.07
C 2.22962 2.63684 -4.98409 -0.28 1.67 0.27
H -3.99827 -1.30068 -3.04828 0.11 0.63 -0.40
O 3.44447 0.74415 -8.24145 -3.39 1.52 -1.98
H -0.76173 -1.16412 -7.86306 0.06 -0.29 0.07
H 3.25045 2.30784 -4.78976 -0.32 -0.73 -0.21
H 1.52861 4.90448 11.71304 -0.18 0.12 -0.10
H -0.01810 0.32392 12.62574 0.03 -0.19 0.64
H 5.74755 0.36685 -5.70909 0.02 -0.54 -0.27
H 2.74454 3.69865 11.80100 -0.08 -0.42 -0.01
H 1.47310 0.25366 11.85189 0.26 -0.47 -0.63
H 2.57484 3.21046 -7.05940 0.36 -0.50 -0.18
O 2.31619 -4.17081 1.74650 0.85 1.67 0.54
H -2.39752 -0.82754 -3.80694 -0.19 -0.20 -0.01
H -0.84242 -2.59152 -10.08076 -0.19 0.34 0.12
H 0.77333 -1.27646 12.47240 -0.02 0.14 -0.01
H 2.24940 3.64411 -4.56801 -0.03 0.39 -0.09
C -0.10554 -1.00756 -8.71922 -1.26 0.20 -0.78
H 0.37674 -3.05081 -8.92874 0.24 -0.12 -0.15
H 0.94375 3.37380 -6.58836 -0.22 -0.06 0.28
H -0.05192 -1.50177 10.34270 0.52 0.21 -0.82
P 0.79130 0.95547 8.96663 -1.36 2.27 1.18
H -8.75046 -4.78504 -9.01043 0.43 0.44 -0.30
H -8.92070 -2.92388 -9.29793 -0.06 -0.47 -0.29
C 5.33898 0.87145 -6.58462 -1.61 0.33 0.32
O -1.39465 -1.33473 -1.35559 -0.15 0.22 -0.48
C -0.32034 -0.54675 10.79436 -0.48 -2.88 0.38
C 1.54926 -2.60345 3.23266 -0.42 1.81 -0.06
H -0.58797 1.66484 5.09039 0.44 0.14 0.41
H -1.98663 1.42717 7.88285 -0.11 0.05 -0.31
H -9.24401 -3.64756 -7.73635 -0.50 -0.09 -0.24
H 0.50571 2.48286 11.68396 0.34 0.14 0.34
N 2.63116 -3.10854 2.32222 -1.31 -2.53 -0.07
H 1.49561 -3.07286 4.21494 0.61 -0.31 -0.33
C 1.81328 2.73279 -6.44299 0.10 0.39 0.64
O 1.46181 1.41476 -6.81064 -0.05 -1.71 -2.29
N -7.32688 -3.42659 -8.11607 4.10 0.74 0.26
H 1.71447 -1.53194 3.34525 0.34 -0.11 0.28
C 0.56102 -0.33049 11.97423 -0.05 1.46 1.05
H 6.15494 1.16214 -7.24630 -0.27 -0.12 -0.14
C 0.87267 3.02403 10.81184 0.33 1.38 0.14
H 0.81717 -2.07580 -10.35546 0.02 0.05 0.10
C -1.16769 1.31595 7.17217 0.65 -1.36 -0.05

***

Entry 2:
69
Properties=species:S:1:pos:R:3:forces:R:3 method="wB97M-V/def2-TZVPD" total_charge=-1 fmax_ev_per_a=0.563 energy_ha=-6092.6859 homo_energy_ev=-4.5
C -0.18478 2.09301 -4.12217 0.02 0.00 0.04
C -1.54275 -2.26615 -1.84930 0.01 0.08 -0.02
O -0.87572 -1.20656 0.96931 0.15 0.08 0.04
C -1.18347 -2.98176 -2.98219 0.02 -0.03 0.03
H -2.82643 1.44227 -3.29484 0.01 -0.01 0.02
H -1.31474 -3.03060 -5.12883 0.00 0.00 0.00
H -3.49037 0.42888 0.87531 0.00 0.02 -0.01
C -1.77062 0.82074 3.90165 -0.02 0.02 -0.02
Br -0.86709 2.50741 -6.85513 0.01 0.00 0.00
N -4.11103 0.82141 -1.82056 0.01 -0.07 -0.02
H -3.59634 2.17193 1.17402 -0.03 -0.02 -0.01
C 1.03583 -0.36596 -4.56774 -0.05 -0.03 0.01
C 2.51240 -2.35855 1.36265 -0.04 0.05 -0.07
H -4.54677 0.00616 -1.41515 0.00 0.00 -0.03
H -2.16806 2.49232 5.20481 -0.01 0.00 0.00
H 0.59010 -0.03816 -6.64065 0.00 -0.01 0.00
O 2.01828 0.74960 2.10398 -0.15 -0.14 -0.52
H -2.20988 -2.31696 5.12957 0.00 0.00 0.01
H 2.33039 -1.78392 2.26417 0.00 -0.01 0.03
O 1.67003 2.28101 -0.19331 -0.18 -0.17 -0.04
H 3.40214 -4.06177 2.31515 0.01 -0.01 0.00
O -2.66795 2.45907 -1.18226 0.23 0.13 -0.18
C 0.92439 0.12686 -3.26858 0.00 0.04 -0.02
C -1.48911 3.12636 3.28632 -0.01 0.02 0.00
H 3.12675 -4.10244 -1.97190 -0.01 0.01 -0.01
Ca 0.73233 0.29463 0.25772 0.13 0.30 0.34
H -4.21197 0.53973 -3.89578 -0.01 -0.01 0.01
C 1.94369 -1.67976 -2.15157 0.04 -0.05 -0.21
C -0.10523 1.56319 -5.39592 0.00 -0.01 -0.02
C -3.48696 1.61782 -0.88361 -0.15 -0.10 0.11
H -5.02314 1.27276 0.58761 0.00 -0.01 -0.01
C 3.11550 -3.61251 1.37501 0.00 0.00 0.02
H 2.20601 -2.18456 -3.08620 -0.03 0.06 0.01
C -1.23188 -0.90765 2.16274 -0.10 -0.08 0.09
N 2.13597 -1.77618 0.23430 -0.02 0.06 0.00
H -0.60971 -3.89494 -2.88706 0.00 -0.01 -0.01
C -1.97456 -1.52391 4.43320 0.01 -0.02 -0.03
C 0.34087 1.37321 -3.05976 0.00 0.06 -0.02
C -2.09357 -0.21952 4.80654 0.00 0.01 0.00
C -1.57896 -2.50103 -4.22112 -0.01 0.01 -0.03
C -1.33431 0.47816 2.60207 -0.12 -0.01 0.20
C -2.64182 -0.68769 -3.09505 -0.04 0.03 0.00
H 1.49982 -1.32319 -4.76413 -0.02 0.00 -0.01
C 2.19101 2.02879 2.15650 -0.04 -0.01 0.16
C -1.54817 -1.85150 3.14081 -0.06 -0.05 -0.04
C 2.35141 -2.39047 -0.92678 0.13 -0.12 -0.01
H -1.24580 -2.57179 -0.85183 -0.01 -0.02 0.05
N 1.34247 -0.56631 -2.10564 0.01 -0.02 0.06
C 0.52027 0.34872 -5.63326 0.01 0.00 -0.02
O 2.15619 2.71019 3.17106 0.03 0.11 0.06
Cl -2.64195 0.16020 6.42263 -0.01 0.00 0.01
C -1.84610 2.19590 4.21593 0.00 0.00 0.01
H -0.64692 3.05383 -3.94326 -0.01 0.00 -0.01
O 3.21774 3.64534 0.67609 0.10 0.12 -0.03
Cl -1.42088 -3.54075 2.71542 0.01 -0.01 0.00
C -2.32096 -1.33471 -4.28379 -0.02 0.01 0.01
H 0.32823 1.81848 -2.07140 0.01 -0.03 0.03
C -3.47092 0.58431 -3.09448 0.02 0.02 0.02
C 3.33733 -4.25739 0.17220 0.02 -0.02 0.01
C 2.40687 2.74064 0.76805 0.05 -0.05 0.05
H -0.70885 3.39864 1.27722 0.00 0.01 -0.01
H -2.65036 -0.92712 -5.23173 0.00 0.00 -0.01
C 2.95787 -3.63557 -1.01006 -0.03 0.01 0.08
N -2.25808 -1.14346 -1.90665 0.01 0.00 -0.01
H 3.80719 -5.23231 0.15085 0.00 0.00 0.00
H -1.50986 4.18343 3.50995 0.01 0.01 0.01
C -1.04258 2.69106 2.02720 0.12 -0.01 -0.05
C -3.93718 1.36495 0.53202 -0.07 -0.01 0.01
N -0.97974 1.42595 1.69913 0.09 -0.14 -0.04

***

Entry 3:
26
Properties=species:S:1:pos:R:3:forces:R:3 method="wB97M-V/def2-TZVPD" fmax_ev_per_a=3.850 energy_ha=-1914.5541 homo_energy_ev="-7.9 / -7.9"
Cl 7.00376 -3.60707 -0.47036 0.44 -1.22 0.00
C -3.29367 0.68571 -1.21704 -1.62 2.00 -2.48
H -1.25674 -0.09625 0.12621 1.16 -0.14 0.10
H -2.82500 1.68541 -1.52043 0.09 -1.08 0.56
H -1.97146 -0.94096 1.39981 -0.54 -0.69 1.32
N -3.20873 0.24685 0.08583 -0.71 -1.19 3.59
H 7.11476 -2.06950 1.97045 0.29 -0.68 0.43
C 6.96946 -1.46539 1.11168 -0.32 1.13 0.33
C 6.61274 -1.15514 -1.27024 0.03 2.35 2.87
H -2.94033 -0.07778 -1.92975 -0.06 0.23 0.35
H -3.56480 0.81864 0.87802 0.56 -0.63 -1.39
N 4.89771 3.46027 -0.00026 -2.03 1.43 2.16
C 6.63045 -0.12519 1.31491 -0.49 0.17 1.07
H -2.09020 -1.51190 -0.38436 -0.47 0.61 1.53
O 3.88007 4.27083 0.00999 0.80 -0.34 -0.58
C -2.13060 -0.67539 0.39801 0.78 1.08 -3.41
H -4.38286 0.85665 -1.44788 0.82 -0.17 -0.17
H 5.48484 3.43751 2.06592 -0.33 0.62 1.58
C 5.55435 3.22615 1.05540 1.31 -2.15 -2.10
C 6.22479 0.62876 0.27288 0.19 1.30 -1.68
H 6.54052 -1.48978 -2.21949 -0.09 -1.48 -2.79
H 5.08065 2.91054 -0.80081 0.31 -0.51 -1.54
C 6.26369 0.17864 -1.05874 -0.47 -0.40 1.23
Cl 6.43016 0.55040 2.95007 0.40 -0.61 -0.76
Cl 5.58538 1.04219 -2.41413 0.31 0.22 0.39
C 6.92991 -1.94081 -0.17050 -0.36 0.16 -0.62

***

Please write out number 3 again, unchanged.
26
Properties=species:S:1:pos:R:3:forces:R:3 method="wB97M-V/def2-TZVPD" fmax_ev_per_a=3.850 energy_ha=-1914.5541 homo_energy_ev="-7.9 / -7.9"
Cl 7.00376 -3.60707 -0.47036 0.44 -1.22 0.00
C -3.29367 0.68571 -1.21704 -1.62 2.00 -2.48
H -1.25674 -0.09625 0.12621 1.16 -0.14 0.10
H -2.82500 1.68541 -1.52043 0.09 -1.08 0.56
H -1.97146 -0.94096 1.39981 -0.54 -0.69 1.32
N -3.20873 0.24685 0.08583 -0.71 -1.19 3.59
H 7.11476 -2.06950 1.97045 0.29 -0.68 0.43
C 6.96946 -1.46539 1.11168 -0.32 1.13 0.33
C 6.61274 -1.15514 -1.27024 0.03 2.35 2.87
H -2.94033 -0.07778 -1.92975 -0.06 0.23 0.35
H -3.56480 0.81864 0.87802 0.56 -0.63 -1.39
N 4.89771 3.46027 -0.00026 -2.03 1.43 2.16
C 6.63045 -0.12519 1.31491 -0.49 0.17 1.07
H -2.09020 -1.51190 -0.38436 -0.47 0.61 1.53
O 3.88007 4.27083 0.00999 0.80 -0.34 -0.58
C -2.13060 -0.67539 0.39801 0.78 1.08 -3.41
H -4.38286 0.85665 -1.44788 0.82 -0.17 -0.17
H 5.48484 3.43751 2.06592 -0.33 0.62 1.58
C 5.55435 3.22615 1.05540 1.31 -2.15 -2.10
C 6.22479 0.62876 0.27288 0.19 1.30 -1.68
H 6.54052 -1.48978 -2.21949 -0.09 -1.48 -2.79
H 5.08065 2.91054 -0.80081 0.31 -0.51 -1.54
C 6.26369 0.17864 -1.05874 -0.47 -0.40 1.23
Cl 6.43016 0.55040 2.95007 0.40 -0.61 -0.76
Cl 5.58538 1.04219 -2.41413 0.31 0.22 0.39
C 6.92991 -1.94081 -0.17050 -0.36 0.16 -0.62